1.
Entry from the OMol25 dataset: C3H11N4 as an isolated structure in a non-equilibrium geometry (ωB97M-V with the def2-TZVPD basis set).

Geometry as XYZ:
```
18
Properties=species:S:1:pos:R:3:forces:R:3
C -1.803962 -1.046167 0.619034 3.1 1.2 -1.7
C -1.332358 -1.557224 1.930167 3.1 0.4 -1.4
C -0.719200 -0.045388 -0.263882 -2.0 -3.4 3.3
N -2.788893 -1.554448 0.113374 -1.3 -1.6 2.8
N -1.260375 1.112413 -0.553730 2.3 1.1 -0.7
N 0.486111 -0.431861 -0.380133 2.4 0.8 -0.9
N 2.498397 1.219584 -0.965641 0.5 -0.7 0.7
H -0.853273 -2.595048 1.645475 -0.6 2.1 1.3
H -2.179503 -1.647016 2.519782 -1.5 -0.7 1.2
H -0.685828 -0.745808 2.380936 -0.1 -1.5 -0.2
H -3.152451 -1.310622 -0.717354 -1.1 1.1 -3.9
H -2.207009 1.030786 -0.730002 -2.3 0.5 -0.2
H -0.732715 1.803684 -1.083864 -0.4 -0.2 0.0
H 1.502338 0.377532 -0.779235 -0.4 -0.5 0.2
H 0.803178 -1.361799 -0.073476 -0.9 0.7 0.0
H 3.362853 0.829466 -0.444579 -2.0 1.5 -0.6
H 2.795732 1.291802 -1.936826 -0.2 0.1 0.0
H 2.059497 2.125073 -0.657453 1.5 -1.1 0.0
```
Forces are in eV/Å.

Results
E in eV: -9242.218
2S+1: 1
LUMO in eV: -3.3
Total charge: +1
Relative energy (zero: lowest compared OMol25 entry of this formula, charge and spin) in kJ/mol: 195.3
Kohn-Sham gap in hartree: 0.3564
E_HOMO in Eh: -0.478

---

2.
Entry from the OMol25 dataset: C3H11N4 as an isolated structure in a non-equilibrium geometry (ωB97M-V with the def2-TZVPD basis set).

Geometry as XYZ:
```
18
Properties=species:S:1:pos:R:3:forces:R:3
C 1.942033 -0.305773 -0.049850 -2.2 -2.6 0.5
C -1.764394 0.283477 0.469052 -1.7 0.1 -1.0
C -0.798825 -0.550355 -0.319278 2.1 2.1 -0.2
N 0.863398 0.337970 -0.202336 -2.1 4.1 -1.3
N 3.176120 0.072087 -0.036958 2.1 1.1 -0.1
N -0.428424 -1.761879 -0.046197 -0.6 -4.2 1.4
N -1.779430 1.557732 -0.250140 0.9 1.1 0.1
H 1.743920 -1.408101 0.078108 0.4 1.0 0.4
H -2.803726 -0.182334 0.269456 1.5 0.0 1.0
H -1.511424 0.400090 1.560225 -0.4 -0.2 -1.1
H -0.794994 -0.253888 -1.328768 -0.5 -0.3 -1.3
H 3.869534 -0.516959 0.454788 -0.4 1.0 -1.0
H 3.324878 1.018566 -0.409158 0.8 -0.7 0.8
H 0.004401 -2.429548 -0.751748 -1.2 1.3 1.5
H -0.719512 -2.086211 0.909581 0.8 -0.2 -1.7
H -2.520873 2.223299 -0.096773 -0.1 -0.3 0.5
H -1.624143 1.530789 -1.253343 -0.2 -0.4 0.3
H 0.742293 1.409880 -0.477442 0.9 -2.9 1.1
```
Forces are in eV/Å.

Results
E in eV: -9242.219
2S+1: 1
LUMO in eV: -2.8
Total charge: +1
Relative energy (zero: lowest compared OMol25 entry of this formula, charge and spin) in kJ/mol: 195.3
Kohn-Sham gap in hartree: 0.3777
E_HOMO in Eh: -0.479

---

3.
Entry from the OMol25 dataset: a 2-piece molecular cluster, C3H11N4 overall (ωB97M-V with the def2-TZVPD basis set).

Geometry as XYZ:
```
18
Properties=species:S:1:pos:R:3:forces:R:3
C 0.457058 1.571505 1.719511 0.0 -0.2 -0.1
N -1.350785 -1.632335 1.587445 0.3 0.0 0.0
C -0.524221 -0.643372 1.293764 0.6 -0.1 0.3
N -0.527896 0.502573 1.908011 -0.5 -0.1 0.1
H -0.053207 2.520649 1.797882 -0.1 0.2 0.0
H 0.897207 1.478787 0.730404 0.1 0.0 0.0
H 1.218647 1.504939 2.493170 0.1 0.0 -0.1
H -1.862442 -1.644632 2.457070 -0.2 0.0 -0.1
H -1.221462 -2.517640 1.124877 0.0 0.0 0.0
H 0.252691 -0.799314 0.540548 -0.3 0.0 -0.3
H -1.263426 0.660874 2.586034 0.1 0.1 0.1
N -0.372576 0.267756 -2.868602 0.1 0.0 -0.3
C 0.909113 -0.121474 -2.624693 -0.2 -0.3 0.0
N 1.278430 -0.660159 -1.526421 0.0 0.2 0.1
H -1.104566 -0.192423 -2.354053 0.0 0.1 0.1
H -0.604655 0.504118 -3.819712 0.0 0.0 0.1
H 1.595822 0.032505 -3.455116 0.0 0.3 0.0
H 2.276269 -0.832358 -1.590118 0.0 -0.2 0.2
```
Forces are in eV/Å.

Results
E in eV: -9244.000
2S+1: 1
LUMO in eV: -3.1
Total charge: +1
Relative energy (zero: lowest compared OMol25 entry of this formula, charge and spin) in kJ/mol: 23.5
Kohn-Sham gap in hartree: 0.3551
E_HOMO in Eh: -0.469